Record 1
C12H19N4OS | ωB97M-V/def2-TZVPD

Last column: Mulliken charge in e.
Cartesian coordinates (Å):
C -1.10 4.52 1.26  -0.5190
C -1.77 3.35 1.23  -0.1738
N -0.93 2.37 1.71  0.1376
C -1.24 0.94 1.83  -1.2054
C -0.91 0.16 0.55  0.2455
C -2.12 -0.04 -0.37  -0.7107
C -1.85 -0.96 -1.57  -0.9383
C -0.53 -0.76 -2.32  -0.7961
C 0.70 -1.34 -1.62  -0.4361
C 1.79 -1.80 -2.55  -0.9077
S 3.44 -1.91 -1.74  -0.2143
C 2.96 -2.44 -0.15  0.4235
N 2.57 -1.73 0.84  -0.1103
N 2.31 -2.61 1.89  -0.4909
C 2.56 -3.78 1.43  0.0772
O 3.00 -3.77 0.16  -0.2576
C 0.24 2.93 2.00  -0.0831
N 0.16 4.23 1.73  -0.0378
H -1.43 5.51 0.99  0.4123
H -2.78 3.14 0.92  0.4391
H -0.66 0.56 2.68  0.4145
H -2.30 0.87 2.08  0.4436
H -0.52 -0.81 0.86  0.2485
H -0.10 0.66 0.03  0.1853
H -2.91 -0.49 0.24  0.3283
H -2.50 0.92 -0.72  0.3069
H -1.92 -2.00 -1.24  0.4059
H -2.67 -0.82 -2.28  0.3958
H -0.65 -1.22 -3.31  0.4465
H -0.37 0.31 -2.52  0.3255
H 0.39 -2.16 -0.97  0.4171
H 1.13 -0.59 -0.95  0.2544
H 1.96 -1.07 -3.35  0.4529
H 1.56 -2.77 -2.99  0.4358
H 2.50 -4.72 1.95  0.4354
H 1.11 2.42 2.38  0.4303
H 0.90 4.89 1.87  0.2190

structure (SMILES): c1cn(CCCCCCCSc2nnco2)c[nH+]1
charge: +1
frontier orbital gap: 8.86 eV
total energy: -31588.6380 eV

---

Record 2
C12H19N5O5Rh | ωB97M-V/def2-TZVPD

Last column: Mulliken charge in e.
Cartesian coordinates (Å):
Rh -0.13 -0.12 0.03  0.2250
O 0.69 -3.98 -0.54  -0.6120
C 0.11 -2.95 -0.32  0.0979
O 0.67 -1.89 0.24  -0.6116
C -1.40 -2.82 -0.57  -0.0155
C -2.10 -2.15 0.61  0.0612
C -3.61 -2.35 0.55  -0.9652
C -4.02 -1.44 -0.63  -0.9692
C -2.70 -0.86 -1.08  0.0548
O -2.01 -0.71 0.24  -0.3720
C -1.82 -1.90 -1.77  -0.0944
C -0.68 -1.23 -2.56  0.1425
O -0.43 -1.56 -3.68  -0.6093
O -0.08 -0.24 -1.92  -0.6100
H -1.77 -3.83 -0.73  0.6264
H -1.62 -2.27 1.57  0.5568
H -4.07 -2.04 1.48  0.3526
H -3.85 -3.40 0.39  0.3978
H -4.71 -0.66 -0.31  0.3537
H -4.50 -1.99 -1.44  0.3943
H -2.73 0.12 -1.55  0.5881
H -2.40 -2.47 -2.50  0.6234
C -0.09 2.46 4.82  -0.9907
N -0.28 1.20 4.10  0.0186
C 0.24 0.03 4.79  -1.0687
C -0.37 1.14 2.75  0.6333
N 0.07 0.15 2.04  -0.1294
N -1.04 2.20 2.16  -0.1994
C -1.09 2.60 0.83  0.5700
N -1.60 3.83 0.65  -0.4253
N -0.70 1.83 -0.13  -0.1341
H -0.42 2.33 5.84  0.3725
H -0.67 3.28 4.40  0.3000
H 0.96 2.76 4.82  0.3366
H 0.03 0.14 5.85  0.2728
H 1.33 -0.08 4.66  0.3958
H -0.26 -0.87 4.45  0.3876
H 0.63 -0.53 2.54  0.1643
H -1.62 2.74 2.78  0.3090
H -1.57 4.52 1.38  0.1994
H -1.71 4.18 -0.29  0.2281
H -0.71 2.24 -1.05  0.1442

energy above the lowest of the compared OMol25 structures with the same formula, charge and spin: 0.0000 eV
charge: +1
frontier orbital gap: 7.51 eV
total energy: -33443.5716 eV

---

Record 3
C12H19NO2 | ωB97M-V/def2-TZVPD

Last column: Mulliken charge in e.
Cartesian coordinates (Å):
C -3.92 0.76 0.58  -1.3911
C -2.68 0.61 -0.30  -0.2590
C -1.61 -0.29 0.35  0.7106
C -0.99 0.34 1.60  -1.6127
C -0.54 -0.65 -0.65  0.9238
C 0.38 0.23 -1.12  -1.3207
C 0.50 1.63 -0.84  -0.5199
C 1.68 2.24 -0.60  -0.9340
C 2.90 1.56 -0.32  -0.2159
C 2.99 0.27 0.09  0.1160
C 4.22 -0.46 0.41  0.3626
O 4.20 -1.60 0.81  -0.5557
O 5.41 0.16 0.22  -0.4821
N -0.54 -1.94 -1.15  -0.3181
C -0.79 -3.13 -0.37  -0.9467
H -3.69 1.31 1.49  0.3307
H -4.32 -0.21 0.86  0.3263
H -4.69 1.31 0.04  0.4190
H -2.97 0.16 -1.25  0.3902
H -2.27 1.60 -0.50  -0.0064
H -2.12 -1.20 0.66  0.3168
H -1.75 0.52 2.36  0.5141
H -0.50 1.28 1.37  0.2676
H -0.24 -0.34 2.02  0.3695
H 1.19 -0.18 -1.72  0.4755
H -0.39 2.24 -0.90  0.4570
H 1.72 3.32 -0.56  0.3528
H 3.80 2.17 -0.39  0.1702
H 2.10 -0.30 0.28  0.4895
H 5.30 1.06 -0.10  0.2970
H 0.19 -2.08 -1.83  0.3012
H 0.04 -3.36 0.31  0.2828
H -1.70 -3.04 0.22  0.3208
H -0.91 -3.96 -1.06  0.3683

energy above the lowest of the compared OMol25 structures with the same formula, charge and spin: 1.2668 eV
structure (SMILES): CC[C@H](C)\C(=C/C=C\C=C\C(=O)O)NC
frontier orbital gap: 7.50 eV
total energy: -18336.0567 eV

---

Record 4
C12H20BN3O5 | ωB97M-V/def2-TZVPD

Last column: Mulliken charge in e.
Cartesian coordinates (Å):
C 0.28 2.28 1.33  -1.0131
N -0.40 0.96 0.89  0.3615
C -1.33 1.19 -0.21  -1.3217
C -0.55 1.48 -1.45  0.7385
O -0.48 2.60 -1.88  -0.7374
N 0.12 0.50 -2.11  0.3666
C 0.22 -0.91 -1.69  -0.5496
C 1.27 -1.63 -2.59  -0.4410
C 2.08 -0.47 -3.14  -0.9255
C 1.13 0.71 -3.21  -0.1879
B 0.11 0.62 -4.42  0.7959
O -0.89 1.50 -4.47  -0.6774
O 0.17 -0.43 -5.30  -0.5975
C -0.38 -0.26 1.53  0.5182
O -0.85 -1.30 1.06  -0.6221
C 0.08 -0.28 2.99  -0.2689
C 0.11 -1.78 3.43  -0.6995
C -0.59 -1.78 4.79  -0.5810
C -1.56 -0.56 4.84  0.2948
O -2.47 -0.47 5.62  -0.6073
N -0.98 0.27 3.87  -0.0435
H 1.16 2.35 0.64  0.2675
H -0.32 3.16 1.15  0.3133
H 0.47 2.30 2.43  0.4322
H -1.89 0.21 -0.37  0.4106
H -2.15 1.89 -0.08  0.4796
H -0.68 -1.48 -1.77  0.2719
H 0.53 -0.91 -0.65  0.1631
H 0.78 -2.27 -3.43  0.2464
H 1.92 -2.31 -1.94  0.2891
H 2.39 -0.70 -4.19  0.3353
H 2.95 -0.20 -2.58  0.4209
H 1.74 1.69 -3.25  0.1448
H -0.93 2.10 -3.70  0.3650
H -0.57 -0.45 -5.95  0.2916
H 1.10 0.10 3.13  0.2645
H -0.33 -2.38 2.66  0.2857
H 1.16 -2.12 3.57  0.3553
H -1.13 -2.68 5.11  0.3448
H 0.17 -1.68 5.59  0.2649
H -1.42 1.18 3.76  0.2513

energy above the lowest of the compared OMol25 structures with the same formula, charge and spin: 0.0000 eV
structure (SMILES): CN(CC(=O)N1CCC[C@H]1B(O)O)C(=O)[C@@H]1CCC(=O)N1
frontier orbital gap: 9.50 eV
total energy: -28155.2934 eV

---

Record 5
C12H20Br2InN4S4 | ωB97M-V/def2-TZVPD

Last column: Mulliken charge in e.
Cartesian coordinates (Å):
In -0.43 0.49 -0.97  1.2898
C 2.07 -1.33 -0.02  -0.6062
C 1.41 -2.15 -1.11  -1.0969
N -0.03 -1.90 -1.09  -0.2321
C -0.75 -2.63 -0.03  -1.5115
C -1.28 -1.77 1.11  0.8180
C -2.11 -2.30 2.08  -1.1792
C -2.54 -1.48 3.10  -0.4739
C -2.14 -0.16 3.13  -1.1326
C -1.32 0.31 2.12  0.5696
C -0.89 1.76 2.06  -1.2617
N -0.11 2.08 0.87  -0.1730
C 1.34 2.20 1.05  -1.0439
C 2.00 0.83 1.08  -0.7209
N 1.77 0.10 -0.18  -0.0332
N -0.90 -0.49 1.14  0.6111
H 3.15 -1.51 -0.01  0.5555
H 1.68 -1.62 0.96  0.3352
H 1.65 -3.21 -0.99  0.4923
H 1.79 -1.83 -2.08  0.3415
H -0.45 -2.14 -1.98  0.3846
H -0.08 -3.38 0.40  0.4312
H -1.59 -3.17 -0.47  0.5458
H -2.41 -3.34 2.02  0.5329
H -3.20 -1.87 3.87  0.4449
H -2.47 0.51 3.91  0.5320
H -0.34 2.01 2.97  0.3905
H -1.79 2.38 2.05  0.5299
H -0.46 2.92 0.42  0.4093
H 1.59 2.75 1.96  0.4594
H 1.72 2.78 0.20  0.4150
H 1.56 0.23 1.88  0.3695
H 3.07 0.92 1.29  0.5580
H 2.39 0.49 -0.90  0.1406
Br 2.76 2.19 -3.17  -0.0700
C 1.49 1.58 -4.48  -0.6067
Br 0.80 -0.18 -4.10  -0.0649
H 2.00 1.53 -5.44  0.4010
H 0.64 2.26 -4.47  0.3632
S -2.73 -0.36 -1.43  -0.2654
S -3.43 1.08 -2.74  -0.0393
S -2.73 2.78 -1.84  -0.0682
S -0.69 2.65 -2.17  -0.3413

energy above the lowest of the compared OMol25 structures with the same formula, charge and spin: 0.5919 eV
charge: +1
frontier orbital gap: 7.86 eV
total energy: -207326.3599 eV

---

Q: Look up the total energy of the fifth one.
A: -207326.3599 eV